No. 1
Below is C3H5HgO3 as an isolated structure, with properties calculated with ωB97M-V/def2-TZVPD.

The geometry in ORCA input format:
```
! wB97M-V def2-TZVPD RIJCOSX def2/J DEFGRID3
* xyz 1 3
H 1.058 -2.094 -1.600
C 0.906 -0.267 -1.310
C 0.092 0.790 -0.665
O -0.385 0.251 0.588
C -0.513 1.055 1.627
O -0.997 0.294 2.571
H 1.541 -0.055 -2.169
H -0.803 1.050 -1.254
H 0.678 1.697 -0.482
H -1.175 0.819 3.361
Hg -0.752 -2.027 0.550
O 0.350 -1.514 -1.217
*
```

Its HOMO energy (spin up / spin down) is -12.9 / -13.8 eV. The relative energy (zero: lowest compared OMol25 entry of this formula, charge and spin) comes out at 1.896 eV. The calculation puts the HOMO-LUMO gap (spin up / spin down) at 9.47 / 7.10 eV.

No. 2
Below is C37H33N11O2STeTi as an isolated structure, with properties calculated with ωB97M-V/def2-TZVPD.

The geometry in ORCA input format:
```
! wB97M-V def2-TZVPD RIJCOSX def2/J DEFGRID3
* xyz 0 3
Ti 0.322 0.315 -0.999
C -2.563 -3.030 -3.451
N -2.566 -1.795 -2.677
C -3.459 -0.740 -3.164
C -1.812 -1.626 -1.597
N -1.692 -0.466 -0.997
N -1.173 -2.773 -1.129
C 0.101 -2.792 -0.603
N 0.445 -4.001 -0.078
N 0.888 -1.778 -0.721
H -2.729 -2.780 -4.495
H -3.354 -3.714 -3.133
H -1.597 -3.520 -3.391
H -4.497 -1.078 -3.105
H -3.210 -0.509 -4.200
H -3.336 0.154 -2.570
H -1.397 -0.615 -0.025
H -1.662 -3.645 -1.177
H -0.309 -4.529 0.333
H 1.263 -3.993 0.507
H 1.804 -1.969 -0.346
S 3.306 6.930 0.194
N 4.033 5.529 -0.125
C 3.064 4.677 -0.363
C 3.242 3.258 -0.678
C 4.460 2.647 -0.735
C 4.526 1.269 -1.010
C 3.367 0.579 -1.180
N 2.137 1.143 -1.090
C 2.073 2.499 -0.883
C 0.771 3.072 -0.831
N -0.295 2.213 -1.050
C -1.553 2.745 -1.003
C -1.793 4.047 -0.724
C -0.706 4.916 -0.457
C 0.564 4.427 -0.513
C 1.760 5.244 -0.268
N 1.756 6.517 0.041
H 5.358 3.235 -0.563
H 5.474 0.753 -1.087
H 3.388 -0.474 -1.419
H -2.355 2.051 -1.187
H -2.814 4.401 -0.695
H -0.861 5.959 -0.206
Te 0.760 -0.465 -3.631
C -0.623 0.409 -4.958
C -0.855 -0.174 -6.206
C -1.823 0.347 -7.064
C -2.571 1.461 -6.692
C -2.329 2.061 -5.460
C -1.363 1.542 -4.602
H -0.277 -1.045 -6.507
H -1.991 -0.119 -8.030
H -3.331 1.859 -7.357
H -2.888 2.943 -5.168
H -1.177 2.023 -3.649
O 1.832 1.921 1.903
C 1.253 0.882 2.145
N 1.453 0.157 3.302
C 0.520 -0.932 3.445
C -0.122 -0.882 2.029
O -0.903 -1.741 1.653
N 0.339 0.183 1.306
C -0.615 -0.662 4.452
C -0.641 0.495 5.220
C -1.685 0.734 6.115
C -2.717 -0.183 6.244
C -2.705 -1.338 5.466
C -1.666 -1.574 4.577
C 1.286 -2.241 3.660
C 2.182 -2.630 2.665
C 2.929 -3.790 2.782
C 2.800 -4.586 3.919
C 1.934 -4.193 4.929
C 1.180 -3.027 4.799
H 2.025 0.518 4.043
H 0.146 1.233 5.115
H -1.689 1.645 6.705
H -3.529 0.001 6.940
H -3.514 -2.056 5.549
H -1.670 -2.464 3.960
H 2.316 -1.976 1.804
H 3.625 -4.071 1.998
H 3.380 -5.498 4.018
H 1.845 -4.789 5.831
H 0.509 -2.735 5.597
*
```

Its HOMO energy (spin up / spin down) is -5.4 / -6.5 eV. The relative energy (zero: lowest compared OMol25 entry of this formula, charge and spin) comes out at 0.030 eV. The calculation puts the HOMO-LUMO gap (spin up / spin down) at 5.42 / 6.34 eV.

No. 3
Below is a 2-piece molecular cluster, C10H10N2 overall, with properties calculated with ωB97M-V/def2-TZVPD.

The geometry in ORCA input format:
```
! wB97M-V def2-TZVPD RIJCOSX def2/J DEFGRID3
* xyz 0 1
C -3.039 -0.059 -2.571
C -2.578 1.231 -2.204
C -1.459 1.343 -1.470
N -0.735 0.175 -1.072
C -0.991 -1.001 -1.684
C -2.223 -1.131 -2.359
H -3.828 -0.255 -3.326
H -3.076 2.129 -2.662
H -1.101 2.305 -0.924
H -0.103 -1.813 -1.595
H -2.586 -2.179 -2.642
C 3.033 -0.617 1.952
C 2.928 0.463 2.767
C 1.677 1.145 2.773
N 0.648 0.723 2.067
C 0.770 -0.303 1.128
C 1.966 -1.052 1.237
H 3.782 -1.481 1.986
H 3.666 1.081 3.411
H 1.455 2.027 3.614
H -0.304 -0.644 0.816
H 2.098 -2.087 0.757
*
```

Its HOMO energy is -8.9 eV. The relative energy (zero: lowest compared OMol25 entry of this formula, charge and spin) comes out at 4.295 eV. As for the structure (SMILES): c1ccncc1.c1ccncc1. The calculation puts the HOMO-LUMO gap at 9.49 eV.

No. 4
Below is a 2-piece molecular cluster, C5H13NO overall, with properties calculated with ωB97M-V/def2-TZVPD.

The geometry in ORCA input format:
```
! wB97M-V def2-TZVPD RIJCOSX def2/J DEFGRID3
* xyz 0 1
C 0.177 0.990 -1.059
C 0.458 1.173 0.226
N 0.703 2.391 0.839
C 0.497 0.007 1.182
C -0.864 -0.460 1.709
C -2.012 -0.652 0.707
H 0.056 0.025 -1.515
H 0.019 1.819 -1.747
H 0.576 2.369 1.838
H 0.373 3.264 0.459
H 1.095 0.283 2.043
H 1.006 -0.835 0.708
H -1.269 0.210 2.479
H -0.719 -1.375 2.254
H -1.975 0.147 -0.028
H -2.991 -0.624 1.183
H -1.946 -1.572 0.198
O 1.948 -2.585 -3.703
H 2.676 -2.906 -4.256
H 2.192 -1.670 -3.519
*
```

Its HOMO energy is -8.1 eV. The relative energy (zero: lowest compared OMol25 entry of this formula, charge and spin) comes out at 1.174 eV. As for the structure (SMILES): C=C(N)CCC.O. The calculation puts the HOMO-LUMO gap at 9.03 eV.

No. 5
Below is C22H52AlBBeCl5N2O9P2S as an isolated structure, with properties calculated with ωB97M-V/def2-TZVPD.

The geometry in ORCA input format:
```
! wB97M-V def2-TZVPD RIJCOSX def2/J DEFGRID3
* xyz 1 1
C 4.341 -0.633 1.997
C 5.794 -0.399 2.467
C 6.069 -0.977 3.861
C 6.606 -2.434 3.845
C 6.155 -3.330 2.707
C 4.783 -3.940 2.969
C 4.410 -5.074 2.020
C 4.293 -4.672 0.559
C 3.111 -3.708 0.325
C 3.474 -2.693 -0.748
B 2.280 -1.536 -0.894
N 1.769 -1.143 0.465
C 1.137 -2.142 -1.937
C -0.238 -1.506 -1.786
C -0.964 -2.036 -0.544
C -2.476 -2.118 -0.641
N -2.929 -3.100 0.356
C -2.741 -2.516 1.651
C -3.738 -1.471 2.121
O -1.806 -2.849 2.345
P 3.224 -0.006 -1.695
P 2.201 1.870 -1.189
O 0.839 2.033 -1.787
O 2.012 2.075 0.378
O 3.188 3.141 -1.766
H 3.913 0.214 1.464
H 4.333 -1.498 1.343
H 3.702 -0.916 2.821
H 6.478 -0.791 1.721
H 5.926 0.676 2.493
H 6.840 -0.357 4.300
H 5.181 -0.865 4.585
H 6.238 -2.919 4.747
H 7.683 -2.395 3.970
H 6.835 -4.183 2.702
H 6.244 -2.883 1.723
H 3.997 -3.189 3.010
H 4.859 -4.386 3.957
H 3.511 -5.572 2.372
H 5.201 -5.821 2.090
H 5.196 -4.136 0.278
H 4.201 -5.534 -0.091
H 2.871 -3.228 1.265
H 2.255 -4.299 0.009
H 4.418 -2.224 -0.487
H 3.544 -3.213 -1.701
H 1.216 -1.873 0.890
H 1.157 -0.338 0.459
H 1.067 -3.203 -1.713
H 1.486 -2.078 -2.969
H -0.841 -1.733 -2.664
H -0.206 -0.419 -1.728
H -0.761 -1.318 0.247
H -0.554 -2.987 -0.222
H -2.878 -1.131 -0.379
H -2.866 -2.338 -1.627
H -3.918 -3.289 0.241
H -4.486 -1.308 1.354
H -3.222 -0.527 2.259
H -4.192 -1.771 3.055
H 3.138 -0.005 -3.096
H 2.785 2.405 0.864
H 3.943 3.423 -1.147
C -1.099 -5.135 4.650
Cl -0.399 -6.728 4.375
Cl -2.817 -5.278 5.029
Cl -0.191 -4.262 5.889
H -1.014 -4.563 3.735
Be 0.539 3.677 -2.671
Cl 5.552 -0.153 -2.021
C -4.519 6.847 -3.277
S -4.688 5.067 -3.120
O -5.791 4.810 -2.168
C -3.148 4.804 -2.218
H -5.408 7.222 -3.780
H -4.439 7.299 -2.288
H -3.638 7.078 -3.875
H -3.154 5.386 -1.296
H -2.305 5.100 -2.848
H -3.074 3.744 -1.980
C -10.775 8.429 -6.138
O -9.873 7.321 -6.164
C -9.757 6.684 -5.000
O -10.328 6.966 -3.983
O -8.896 5.682 -5.162
C -8.671 4.903 -3.981
H -10.776 8.853 -7.138
H -11.781 8.100 -5.888
H -10.439 9.183 -5.429
H -9.595 4.435 -3.647
H -8.249 5.517 -3.190
H -7.957 4.127 -4.240
Al 4.559 1.895 -0.513
Cl 4.503 1.055 4.656
O 1.609 -1.097 6.162
H 0.929 -1.792 6.044
*
```

Its HOMO energy is -10.8 eV. The calculation puts the HOMO-LUMO gap at 3.24 eV.

No. 6
Below is C46H43ClMgN5O5Si as an isolated structure, with properties calculated with ωB97M-V/def2-TZVPD.

The geometry in ORCA input format:
```
! wB97M-V def2-TZVPD RIJCOSX def2/J DEFGRID3
* xyz -1 1
Mg -0.264 0.606 0.659
C -2.231 -1.270 1.939
N -1.225 -0.319 2.374
C -1.676 0.631 3.385
C -1.443 2.042 2.941
N -0.548 2.362 2.056
C -0.533 3.747 2.027
C 0.282 4.609 1.303
C 0.096 5.965 1.482
C -0.871 6.460 2.371
C -1.669 5.611 3.117
C -1.474 4.250 2.926
N -2.043 3.126 3.509
C -3.076 -0.658 0.869
N -2.664 0.296 0.087
C -3.684 0.474 -0.840
C -3.742 1.285 -1.969
C -4.867 1.205 -2.765
C -5.921 0.330 -2.465
C -5.869 -0.503 -1.362
C -4.731 -0.413 -0.570
N -4.321 -1.118 0.548
H -1.702 -2.113 1.487
H -2.855 -1.647 2.762
H -0.381 -0.798 2.714
H -2.731 0.481 3.640
H -1.095 0.480 4.302
H 1.012 4.217 0.609
H 0.706 6.663 0.924
H -0.990 7.530 2.482
H -2.410 5.992 3.806
H -2.818 3.106 4.148
H -2.917 1.939 -2.214
H -4.931 1.824 -3.650
H -6.786 0.295 -3.115
H -6.667 -1.197 -1.137
H -4.791 -1.894 0.982
Cl 1.822 5.391 -5.047
C 1.291 4.327 -3.759
C 2.082 3.230 -3.395
C 1.674 2.393 -2.393
C 0.446 2.582 -1.685
O 0.124 1.779 -0.763
C -0.340 3.707 -2.083
C -1.619 4.086 -1.486
O -2.231 3.540 -0.594
C 0.109 4.553 -3.111
H 3.017 3.051 -3.911
H 2.277 1.540 -2.106
H -2.039 5.013 -1.941
H -0.507 5.399 -3.393
C -0.503 -0.841 -3.197
C -0.636 -2.293 -2.714
C -2.116 -2.581 -2.444
C -0.125 -3.212 -3.825
Si 0.310 -2.364 -1.057
O -0.125 -1.173 -0.114
C 2.175 -2.350 -1.381
C 2.860 -3.372 -2.043
C 4.234 -3.319 -2.229
C 4.959 -2.240 -1.740
C 4.303 -1.224 -1.063
C 2.926 -1.280 -0.887
C -0.002 -3.997 -0.123
C 0.196 -3.953 1.263
C 0.039 -5.082 2.055
C -0.320 -6.293 1.479
C -0.519 -6.364 0.109
C -0.359 -5.228 -0.676
H -1.122 -0.682 -4.088
H 0.530 -0.604 -3.460
H -0.812 -0.134 -2.426
H -2.711 -2.411 -3.350
H -2.503 -1.919 -1.668
H -2.281 -3.610 -2.119
H -0.710 -3.044 -4.738
H -0.212 -4.270 -3.576
H 0.919 -3.009 -4.063
H 2.316 -4.236 -2.407
H 4.743 -4.124 -2.746
H 6.032 -2.198 -1.880
H 4.864 -0.389 -0.661
H 2.419 -0.496 -0.337
H 0.485 -3.015 1.725
H 0.204 -5.016 3.124
H -0.442 -7.176 2.095
H -0.800 -7.305 -0.350
H -0.525 -5.311 -1.742
O 1.122 -0.806 3.421
C 1.887 -0.124 2.705
O 1.560 0.454 1.645
C 3.327 0.036 3.148
C 3.879 -0.825 4.089
C 5.198 -0.673 4.487
C 5.970 0.355 3.960
C 5.420 1.222 3.025
C 4.105 1.056 2.614
H 3.256 -1.610 4.497
H 5.628 -1.356 5.209
H 6.998 0.479 4.276
H 6.020 2.022 2.610
H 3.663 1.701 1.867
*
```

Its HOMO energy is -5.0 eV. The relative energy (zero: lowest compared OMol25 entry of this formula, charge and spin) comes out at 0.000 eV. The calculation puts the HOMO-LUMO gap at 7.11 eV.

No. 7
Below is a 2-piece molecular cluster, C4H14NO overall, with properties calculated with ωB97M-V/def2-TZVPD.

The geometry in ORCA input format:
```
! wB97M-V def2-TZVPD RIJCOSX def2/J DEFGRID3
* xyz 1 1
C 2.069 0.737 -0.779
C 1.368 -0.715 -0.634
N -0.114 -0.697 -0.573
C -0.881 -1.357 0.714
C -0.874 -0.337 1.818
H 3.214 0.494 -0.867
H 1.729 1.402 -1.571
H 1.971 1.382 0.215
H 1.738 -1.238 0.231
H 1.582 -1.418 -1.415
H -0.566 0.266 -0.814
H -0.635 -1.379 -1.191
H -1.827 -1.687 0.232
H -0.331 -2.330 0.941
H -1.731 0.418 1.632
H 0.039 0.188 1.936
H -0.932 -0.789 2.765
H -0.886 2.578 -1.021
H -2.288 2.040 -0.430
O -1.296 1.872 -0.418
*
```

Its HOMO energy is -16.0 eV. The relative energy (zero: lowest compared OMol25 entry of this formula, charge and spin) comes out at 1.722 eV. The calculation puts the HOMO-LUMO gap at 12.93 eV.

No. 8
Below is one molecule with the formula C2H4F2O, with properties calculated with ωB97M-V/def2-TZVPD.

The geometry in ORCA input format:
```
! wB97M-V def2-TZVPD RIJCOSX def2/J DEFGRID3
* xyz 0 1
O 1.627 -1.176 -0.040
C 0.981 0.034 0.136
C -0.450 0.145 -0.284
F -0.842 1.478 -0.435
F -1.299 -0.420 0.595
H 1.123 -1.976 0.220
H 0.974 0.380 1.193
H 1.553 0.759 -0.370
H -0.586 -0.352 -1.275
*
```

Its HOMO energy is -11.0 eV. The relative energy (zero: lowest compared OMol25 entry of this formula, charge and spin) comes out at 0.546 eV. As for the structure (SMILES): OCC(F)F. The calculation puts the HOMO-LUMO gap at 11.84 eV.

No. 9
Below is a 14-piece molecular cluster, C2H26O18 overall, with properties calculated with ωB97M-V/def2-TZVPD.

The geometry in ORCA input format:
```
! wB97M-V def2-TZVPD RIJCOSX def2/J DEFGRID3
* xyz -2 1
C 0.018 -0.077 -0.518
O -0.374 -1.214 -0.127
O 1.097 0.565 0.053
O -0.510 0.564 -1.392
H 1.680 -0.039 0.483
C 1.887 -1.062 2.614
O 2.243 -1.328 3.745
O 2.765 -0.997 1.589
O 0.675 -1.137 2.540
H 3.755 -1.172 1.700
O -2.298 0.332 1.431
H -2.080 -0.068 0.608
H -3.180 0.662 1.340
O 0.903 -3.284 0.471
H 0.565 -2.407 0.205
H 0.201 -3.861 0.161
O -0.339 2.837 0.130
H -0.266 2.044 -0.382
H 0.431 2.965 0.566
O 3.334 0.217 -1.735
H 3.056 -0.675 -1.692
H 3.455 0.549 -0.859
O 1.565 2.422 -2.193
H 2.128 1.674 -2.412
H 1.353 2.267 -1.287
O 0.083 1.558 2.926
H -0.614 1.299 2.271
H -0.416 1.829 3.674
O -2.918 1.881 -2.167
H -2.971 2.123 -1.231
H -2.089 1.397 -2.190
O -1.470 -2.770 1.958
H -1.567 -2.786 1.041
H -2.146 -3.437 2.200
O 2.575 2.231 2.499
H 2.734 1.382 2.200
H 1.728 2.121 2.842
O -0.694 0.695 -3.892
H -0.414 0.805 -2.985
H -0.178 1.189 -4.542
O -1.092 -2.565 -2.231
H -0.859 -1.803 -1.654
H -1.645 -2.204 -2.927
O -3.140 -1.166 -0.702
H -3.818 -0.541 -0.446
H -3.152 -1.033 -1.674
*
```

Its HOMO energy is -0.4 eV. The calculation puts the HOMO-LUMO gap at 5.23 eV.

No. 10
Below is a 2-piece molecular cluster, C4H7P overall, with properties calculated with ωB97M-V/def2-TZVPD.

The geometry in ORCA input format:
```
! wB97M-V def2-TZVPD RIJCOSX def2/J DEFGRID3
* xyz 0 1
C -2.512 0.965 0.451
C 1.437 -0.223 -0.967
C 1.285 -0.080 0.531
C 0.493 -1.095 -0.262
P -2.927 -0.340 -0.466
H -3.043 1.184 1.361
H -1.546 1.470 0.587
H 1.131 0.546 -1.665
H 2.421 -0.586 -1.312
H 2.219 -0.385 1.052
H 0.664 0.672 1.055
H 0.377 -2.128 -0.367
*
```

Its HOMO energy (spin up / spin down) is -8.6 / -8.1 eV. The relative energy (zero: lowest compared OMol25 entry of this formula, charge and spin) comes out at 4.895 eV. The calculation puts the HOMO-LUMO gap (spin up / spin down) at 7.98 / 8.08 eV.

No. 11
Below is one molecule with the formula C5H12N2, with properties calculated with ωB97M-V/def2-TZVPD.

The geometry in ORCA input format:
```
! wB97M-V def2-TZVPD RIJCOSX def2/J DEFGRID3
* xyz 0 1
C -0.239 2.360 -0.631
N -1.074 1.418 -0.790
C -1.482 0.646 0.436
C -0.302 -0.207 0.893
C 0.697 -0.736 -0.119
C 1.954 -1.106 0.660
N 0.064 -2.000 -0.635
H -0.368 3.148 0.133
H 0.622 2.544 -1.289
H -2.216 -0.014 -0.005
H -1.872 1.390 1.159
H -0.483 -0.937 1.690
H 0.216 0.446 1.625
H 0.992 -0.048 -0.930
H 2.492 -1.821 0.013
H 1.674 -1.724 1.522
H 2.505 -0.321 1.182
H 0.735 -2.366 -1.314
H -0.738 -1.733 -1.198
*
```

Its HOMO energy is -8.8 eV. The relative energy (zero: lowest compared OMol25 entry of this formula, charge and spin) comes out at 2.758 eV. As for the structure (SMILES): C=NCC[C@@H](C)N. The calculation puts the HOMO-LUMO gap at 9.68 eV.